Entry 1:
A gas-phase ion, C2H4N2O2P (charge -1) at a distorted geometry, computed with ωB97M-V/def2-TZVPD.

```
11
Properties=species:S:1:pos:R:3:forces:R:3
P 0.9828 0.1568 1.1355 -0.5660 2.9375 1.9429
O -0.3188 0.7045 0.6507 0.5091 -0.3363 -0.7410
O 1.8565 0.9518 2.0635 -0.0018 -1.0386 -0.2490
N -1.8429 -2.2239 1.0964 1.3552 0.6571 1.3143
N 1.9966 -0.1582 -0.3105 -3.3752 -1.0642 0.9817
C -1.0362 -1.7454 1.7990 -2.6736 -1.4027 -2.0727
C -0.0275 -1.1664 2.5789 2.7495 -0.6705 -1.9168
H 1.2187 -0.6356 -0.8110 0.5981 0.5733 -0.6518
H 0.6878 -1.9940 2.8128 -0.5485 0.9607 0.6855
H -0.4270 -0.5138 3.3367 0.5310 0.2130 0.2812
H 2.5660 -0.9461 -0.1216 1.4223 -0.8292 0.4257
```
Positions in Å, forces in eV/Å.

The calculation puts the total energy at -680.05751 hartree. The calculation puts the HOMO energy at -4.719 eV. As for the total charge: -1. The value obtained for the energy relative to the best compared isomer or geometry (same formula, charge and spin) is 84.0 kJ/mol.

=====

Entry 2:
A single C2H4N2O3 molecule at a distorted geometry, computed with ωB97M-V/def2-TZVPD.

```
11
Properties=species:S:1:pos:R:3:forces:R:3
O 0.2121 -0.2962 0.7435 -2.1679 1.3747 -1.5329
O -3.2423 0.3745 -0.4039 5.2305 -1.3250 0.2517
O 1.2657 1.6668 -0.1229 -1.0275 -2.8100 0.1606
N -1.1523 0.2761 0.6846 0.1294 -0.2898 0.0239
N 2.0412 -0.5220 -0.5759 1.5796 -0.3730 3.6723
C -2.0168 0.0141 -0.4065 -2.9923 -0.1634 0.0387
C 1.1515 0.4580 -0.0352 1.4955 1.2143 0.2220
H -1.5664 -0.6287 -1.2678 -0.4241 1.3571 1.3291
H -1.5748 0.2951 1.6347 0.6320 0.1311 -1.1139
H 1.7751 -1.3885 0.0318 0.9914 1.5534 -1.8181
H 3.1071 -0.2491 -0.2824 -3.4465 -0.6693 -1.2335
```
Positions in Å, forces in eV/Å.

The calculation puts the total energy at -413.76670 hartree. The calculation puts the HOMO energy at -10.520 eV. The value obtained for the energy relative to the best compared isomer or geometry (same formula, charge and spin) is 328.2 kJ/mol.

=====

Entry 3:
A single C2H4N2O3 molecule at a distorted geometry, computed with ωB97M-V/def2-TZVPD.

```
11
Properties=species:S:1:pos:R:3:forces:R:3
O 0.9899 -1.2758 2.1672 -0.2515 0.2508 0.1007
O -0.2330 0.9891 -1.7133 0.8666 -1.2842 -0.4678
O 0.6982 0.8422 1.8823 -0.2769 -0.2729 -0.6546
N 0.7719 -0.2999 1.4735 0.8438 -0.4091 0.3126
N -1.6926 -0.0755 -0.2350 -0.7520 -0.9489 0.7664
C 0.7332 -0.6027 0.0243 -0.7715 -0.8587 -4.9557
C -0.5818 0.0832 -0.7514 2.2241 0.5278 2.1552
H 1.6310 -0.1908 -0.6160 -1.4313 -0.5764 2.0475
H -2.4938 0.4440 -0.5698 0.1517 0.1817 -0.4598
H -0.5349 1.8588 -1.4934 -0.5579 0.7600 0.2419
H 0.7117 -1.7727 -0.1683 -0.0452 2.6298 0.9137
```
Positions in Å, forces in eV/Å.

The calculation puts the total energy at -413.70103 hartree. The calculation puts the HOMO energy at -10.895 eV. The value obtained for the energy relative to the best compared isomer or geometry (same formula, charge and spin) is 500.6 kJ/mol.

=====

Entry 4:
A single C2H4N2O4 molecule at a distorted geometry, computed with ωB97M-V/def2-TZVPD.

```
12
Properties=species:S:1:pos:R:3:forces:R:3
O 0.0993 -0.7937 -0.0711 0.4428 -1.3736 -0.8053
O -0.8893 1.2579 -0.2498 -0.1696 0.1445 0.2148
O -3.2904 0.0473 0.0742 0.6348 0.0711 0.0259
O 3.2803 0.4252 0.2479 0.8168 -1.4048 -1.5783
N -2.0824 -0.6435 -0.0255 -0.2026 0.4946 -0.2421
N 2.4082 -0.6011 -0.3129 0.6378 0.0289 0.6768
C -0.9445 0.0618 -0.0944 -1.1386 -0.0401 -0.5459
C 1.2771 -0.1484 -0.0665 -0.9850 2.2851 1.4833
H 1.0994 0.8616 0.3250 0.7742 -0.2146 -0.1646
H -2.9601 0.9643 0.0528 -0.3149 0.1549 0.0014
H -2.0990 -1.5685 0.3226 -0.1791 -0.7485 0.3510
H 4.1014 0.1372 -0.2024 -0.3166 0.6024 0.5831
```
Positions in Å, forces in eV/Å.

The calculation puts the total energy at -488.96493 hartree. The calculation puts the HOMO energy at -9.839 eV. The value obtained for the energy relative to the best compared isomer or geometry (same formula, charge and spin) is 284.3 kJ/mol.

=====

Entry 5:
A single C2H4N2OS molecule at a distorted geometry, computed with ωB97M-V/def2-TZVPD.

```
10
Properties=species:S:1:pos:R:3:forces:R:3
S -0.0849 -1.4959 -0.1291 0.0169 0.0310 0.0243
O -1.0809 0.8699 -0.4104 0.1358 -0.1812 0.2847
N 2.2437 -0.0024 -0.0921 0.9356 -1.4884 0.1292
N 0.2034 1.0804 0.1783 -0.1168 -0.9097 -0.0088
C 0.9945 -0.0975 -0.0328 -0.5391 0.8192 0.0770
C -1.4920 -0.3628 0.1365 -0.6047 0.2683 -1.1299
H 0.5916 1.8847 -0.2836 0.2297 0.2321 -0.1963
H 2.6959 -0.9518 -0.0974 -0.5159 1.2857 -0.1117
H -2.3792 -0.6588 -0.4636 0.5983 -0.0282 0.6360
H -1.6922 -0.2659 1.1942 -0.1398 -0.0287 0.2956
```
Positions in Å, forces in eV/Å.

The calculation puts the total energy at -661.47590 hartree. The calculation puts the HOMO energy at -9.413 eV. The value obtained for the energy relative to the best compared isomer or geometry (same formula, charge and spin) is 287.9 kJ/mol.

=====

Entry 6:
A single C2H4N2OS molecule at a distorted geometry, computed with ωB97M-V/def2-TZVPD.

```
10
Properties=species:S:1:pos:R:3:forces:R:3
S 0.9997 0.4988 -0.8589 2.2412 1.6769 -0.5545
O 0.7207 -1.2766 1.0886 1.0018 0.4701 -2.1220
N -1.4931 -0.5479 -0.8199 -1.0427 0.1031 1.9272
N -0.2343 1.3276 -0.0511 0.1354 -0.9449 1.0478
C 1.3501 -0.9431 0.0839 0.0739 -0.2098 3.7118
C -1.2871 0.3327 0.0597 -0.3269 2.1206 2.0644
H -1.6940 0.6454 1.1409 -0.6869 -1.6648 -2.7063
H -0.0719 1.9067 0.8476 0.2725 -1.6976 -2.0163
H 2.3870 -1.3718 -0.0628 -0.9983 0.1066 -0.7591
H -0.6771 -0.5720 -1.4279 -0.6700 0.0398 -0.5929
```
Positions in Å, forces in eV/Å.

The calculation puts the total energy at -661.46150 hartree. The calculation puts the HOMO energy at -9.596 eV. The value obtained for the energy relative to the best compared isomer or geometry (same formula, charge and spin) is 325.6 kJ/mol.

=====

Entry 7:
A single C2H4N2OS molecule at a distorted geometry, computed with ωB97M-V/def2-TZVPD.

```
10
Properties=species:S:1:pos:R:3:forces:R:3
S 0.0478 -1.0540 0.0757 1.2996 -3.3806 -0.3934
O 2.0879 0.7888 0.0968 -0.4007 -4.8225 -1.2953
N -2.4927 0.1206 -0.0662 3.1391 -2.8465 1.7534
N -0.3739 1.4296 -0.1559 -1.1870 0.0721 3.8402
C 1.7155 -0.3944 -0.1628 1.8523 3.5430 1.7752
C -1.1651 0.1145 -0.0852 -1.4153 5.0107 0.6549
H -0.9355 2.0069 0.5379 0.1280 -0.3168 -1.7663
H -2.8665 -0.8503 0.3678 1.1356 2.4265 -1.8672
H 0.5926 1.4578 0.5104 -2.9598 -0.9600 -2.8319
H 2.5057 -1.2328 -0.3605 -1.5918 1.2741 0.1303
```
Positions in Å, forces in eV/Å.

The calculation puts the total energy at -661.44558 hartree. The calculation puts the HOMO energy at -9.662 eV. The value obtained for the energy relative to the best compared isomer or geometry (same formula, charge and spin) is 367.4 kJ/mol.

=====

Entry 8:
A single C2H4N2OS molecule at a distorted geometry, computed with ωB97M-V/def2-TZVPD.

```
10
Properties=species:S:1:pos:R:3:forces:R:3
S 1.7169 1.2458 -0.1455 -1.7189 1.9185 0.0222
O 3.1440 -0.9838 -0.0857 -2.8225 2.8787 0.6565
N -1.7666 -0.5079 0.0196 0.3896 3.8515 3.2004
N -0.5777 -0.0394 -0.4224 0.7201 0.4328 -0.1237
C -0.0968 1.0866 -0.0180 -2.1911 -1.5197 0.2941
C 2.0396 -0.3895 0.0729 2.1599 -6.8594 -0.7044
H 1.1288 -1.1599 0.1706 1.4741 2.2158 0.2856
H -2.1985 -1.0781 -0.5861 -1.5425 -2.5191 -2.7417
H -2.4621 0.1562 0.4777 1.3580 -0.7327 -0.7104
H -0.9278 1.6700 0.5169 2.1733 0.3338 -0.1787
```
Positions in Å, forces in eV/Å.

The calculation puts the total energy at -661.44658 hartree. The calculation puts the HOMO energy at -9.156 eV. The value obtained for the energy relative to the best compared isomer or geometry (same formula, charge and spin) is 364.8 kJ/mol.

=====

Entry 9:
A single C2H4N2OS2 molecule at a distorted geometry, computed with ωB97M-V/def2-TZVPD.

```
11
Properties=species:S:1:pos:R:3:forces:R:3
S -1.8198 1.0048 2.8631 0.9808 -0.6140 -0.8261
S 0.8620 -0.9318 0.0399 -0.2333 1.1315 0.0432
O 0.4279 -0.6679 -2.9317 -2.8781 -6.2895 -0.8323
N 0.5737 0.4366 -2.3571 1.6615 3.7961 4.0707
N -0.4432 -0.4750 1.0428 2.9422 0.7983 1.9007
C -0.5079 0.2909 2.1679 2.7587 -0.7770 1.5066
C 0.8516 0.4938 -1.0778 -0.9175 1.8458 -1.3347
H -1.2802 -0.5519 0.6637 -4.7424 -0.6858 -2.6428
H 0.5508 0.1798 2.6601 -1.8781 0.9473 -0.5014
H -0.1097 -1.3804 -2.3118 2.1245 2.0058 -1.5135
H 0.8950 1.6011 -0.7591 0.1817 -2.1584 0.1295
```
Positions in Å, forces in eV/Å.

The calculation puts the total energy at -1059.59500 hartree. The calculation puts the HOMO energy at -9.059 eV. The value obtained for the energy relative to the best compared isomer or geometry (same formula, charge and spin) is 389.3 kJ/mol.

=====

Entry 10:
A single C2H4N2OS2 molecule at a distorted geometry, computed with ωB97M-V/def2-TZVPD.

```
11
Properties=species:S:1:pos:R:3:forces:R:3
S -3.1786 -0.0036 -0.0150 0.2306 0.6647 0.0820
S 3.0729 -0.1911 -0.0034 -0.8113 0.2553 0.0027
O 0.5731 -0.8982 -0.0036 0.0618 0.2180 0.1376
N 0.9322 1.3853 -0.0069 -1.5581 -0.8337 0.0824
N -1.4743 0.2059 0.0219 -0.1850 -0.0065 -0.0261
C 1.4530 0.1791 0.0030 0.6960 -1.4399 -0.0933
C -0.7819 -0.8476 0.0163 -0.0135 0.6002 -0.0657
H -3.4205 1.3296 0.0573 -0.0243 -0.5396 -0.0262
H 1.5612 2.1099 -0.0255 1.6077 1.8674 -0.0087
H -0.0566 1.5688 0.0542 -0.1560 -0.2637 -0.0666
H -1.2094 -1.8355 0.0157 0.1523 -0.5222 -0.0179
```
Positions in Å, forces in eV/Å.

The calculation puts the total energy at -1059.70533 hartree. The calculation puts the HOMO energy at -8.656 eV. The value obtained for the energy relative to the best compared isomer or geometry (same formula, charge and spin) is 99.6 kJ/mol.

=====

Entry 11:
A single C2H4N2OS2 molecule at a distorted geometry, computed with ωB97M-V/def2-TZVPD.

```
11
Properties=species:S:1:pos:R:3:forces:R:3
S -1.1768 -0.8815 -1.2653 0.8279 0.3656 -0.0866
S -2.0959 0.1162 1.4297 -0.1683 -0.3061 -1.0047
O 1.2437 -1.3199 0.3936 0.1010 -0.4467 -0.1330
N 0.0500 0.1999 -0.8312 -1.0424 0.5215 -0.8195
N 1.8882 0.8681 0.3664 -0.4088 -0.9180 0.3030
C -2.2441 -0.7437 0.0396 -0.1362 -0.4719 1.5127
C 1.0887 -0.1939 0.0038 0.5010 0.0990 1.0006
H -0.3436 1.1262 -0.6580 0.4065 -0.2307 -0.0369
H 2.7630 0.6902 0.8254 -0.0657 -0.2633 0.0210
H -3.0229 -1.5079 -0.0798 -0.1686 0.4190 -0.0377
H 1.8498 1.6465 -0.2242 0.1537 1.2315 -0.7188
```
Positions in Å, forces in eV/Å.

The calculation puts the total energy at -1059.73891 hartree. The calculation puts the HOMO energy at -8.965 eV. The value obtained for the energy relative to the best compared isomer or geometry (same formula, charge and spin) is 11.4 kJ/mol.

=====

Entry 12:
A molecular structure, C2H4N2OS3 at a distorted geometry, computed with ωB97M-V/def2-TZVPD.

```
12
Properties=species:S:1:pos:R:3:forces:R:3
S 1.2905 1.3583 1.7313 -1.8966 0.1121 -3.2688
S -1.5447 1.2503 -2.1919 0.6218 1.4871 3.8912
S 1.5546 -1.4304 1.5719 -0.1128 -0.7643 -0.6960
O -1.6665 -1.4808 -1.5492 -1.2440 -0.4636 2.8501
N -0.6454 0.8718 -0.5782 -0.0553 -0.7361 -2.9403
N -0.5189 -1.6522 -0.3238 -1.3589 1.3858 -3.0494
C -0.1539 -0.2888 -0.2791 -0.9675 0.5624 1.5570
C 0.8050 -0.2038 0.8121 2.4539 2.1169 3.5634
H 0.4400 -2.2784 -0.3618 -3.0763 1.2304 -0.8402
H -1.7127 2.5952 -1.6077 0.1923 -2.2129 -1.3890
H 0.6966 2.2738 0.7727 0.8404 -1.2440 1.5344
H -2.6547 -1.1769 -1.0746 4.6030 -1.4737 -1.2124
```
Positions in Å, forces in eV/Å.

The calculation puts the total energy at -1457.69103 hartree. The calculation puts the HOMO energy at -9.009 eV. The value obtained for the energy relative to the best compared isomer or geometry (same formula, charge and spin) is 557.5 kJ/mol.

=====

| no. | orbital gap (eV) | E_LUMO (eV) |
| --- | --- | --- |
| 1 | 8.59 | 3.87 |
| 2 | 10.89 | 0.37 |
| 3 | 10.91 | 0.01 |
| 4 | 10.55 | 0.71 |
| 5 | 10.08 | 0.67 |
| 6 | 9.82 | 0.22 |
| 7 | 9.15 | -0.51 |
| 8 | 9.78 | 0.63 |
| 9 | 8.90 | -0.16 |
| 10 | 9.18 | 0.53 |
| 11 | 8.67 | -0.29 |
| 12 | 7.62 | -1.39 |